[1]
2 unconnected molecules or ions with the total composition C38H35N2S at a distorted geometry, computed with ωB97M-V/def2-TZVPD.

Geometry as XYZ:
```
76
Properties=species:S:1:pos:R:3:forces:R:3:mulliken_charge:R:1
S 1.1112 -2.3557 -1.4262 0.1 0.1 -0.3 0.01
N 0.6251 -0.6486 -3.3078 0.0 0.4 0.1 0.19
N 1.5439 1.8172 1.8030 -0.3 -0.7 -0.3 0.44
C -3.7310 -4.7686 -1.3330 0.1 0.2 0.3 -0.50
C -1.7430 4.3784 0.7472 0.2 0.0 0.1 -0.73
C -0.5187 3.8661 1.1887 -0.5 -0.1 0.0 -0.33
C -2.8718 4.3036 1.5705 0.1 -0.1 0.1 -0.44
C 5.7795 -0.3986 1.2357 0.0 0.0 0.3 -0.58
C -2.9973 -0.4015 2.2261 -0.2 0.2 -0.3 -0.40
C -1.3016 0.0425 0.4782 1.5 1.5 1.0 0.68
C -2.2410 -2.4692 -1.9900 -0.4 -0.8 0.9 0.53
C 5.5667 -1.2183 2.3540 -0.2 0.2 -0.1 -0.51
C 3.6905 0.1708 3.0131 0.2 -0.3 -0.2 -0.18
C -0.3408 0.3864 1.4136 -1.0 -0.6 0.3 -1.34
C -5.3651 -0.0923 1.8364 0.4 0.1 -0.3 -0.52
C -2.6898 -0.0423 0.8852 -1.3 -0.3 0.8 1.17
C 4.2534 -0.6011 -4.1637 -0.2 -0.3 0.2 -0.72
C -1.5431 3.2320 3.2868 -0.1 -0.2 -0.3 -0.37
C -4.3055 -0.3842 2.7043 0.1 -0.1 -0.2 -0.85
C -2.4676 -4.8917 -1.9288 -0.3 0.1 0.0 -0.70
C 3.8823 0.9642 1.8781 0.3 -0.4 0.1 0.74
C -4.3019 -3.4928 -1.1595 0.3 -0.4 -0.6 -0.75
C 2.4289 -1.8222 -2.4458 0.5 0.2 -0.3 0.91
C -3.6001 -2.3715 -1.5900 0.4 0.0 0.1 -0.42
C -1.4014 -1.2945 -2.0713 1.0 0.1 -1.3 -1.61
C 2.9713 2.1210 1.5760 0.1 0.3 -0.3 -0.97
C 3.7719 -2.1849 -2.3670 -0.2 0.3 -0.2 -0.71
C 2.8968 -0.2752 -4.2815 0.1 -0.2 0.3 -0.80
C -1.7247 -3.7575 -2.2469 -0.3 0.1 0.1 -0.41
C 4.5208 -0.9337 3.2423 0.0 0.2 -0.2 -0.72
C -0.4386 3.2353 2.4305 -0.4 0.2 -0.3 0.57
C -0.0846 0.1763 -4.2876 0.3 0.1 0.0 -1.23
C 1.9987 -0.8890 -3.3993 0.1 0.3 0.2 0.27
C -3.7772 0.3235 0.0544 0.9 -0.1 -0.1 -0.51
C 0.9540 0.8598 1.1053 0.3 0.6 0.1 -0.64
C -5.0892 0.2640 0.5074 -0.1 0.0 0.4 -0.59
C -2.7690 3.7467 2.8519 0.2 0.1 -0.1 -0.65
C -0.0197 -1.3466 -2.3144 -1.6 -0.2 -0.5 0.80
C 0.8466 2.5858 2.8577 0.3 0.0 0.6 -0.99
C 4.9437 0.6958 1.0083 -0.2 -0.1 0.1 -0.40
C 4.6845 -1.5528 -3.2195 -0.2 0.1 -0.1 -0.60
H -0.9811 0.0582 -0.5603 -0.5 0.1 0.4 0.33
H 4.0655 -2.9391 -1.6425 0.2 0.2 -0.1 0.45
H 3.0898 2.4141 0.5234 0.0 0.1 0.3 0.37
H -2.1980 -0.7004 2.9074 -0.3 0.1 -0.2 0.52
H 6.5988 -0.6052 0.5404 -0.3 0.0 0.3 0.41
H 0.6641 1.9350 3.7206 0.1 0.0 -0.1 0.37
H 0.3699 3.9254 0.5583 -0.3 0.0 0.0 0.39
H 4.9801 -0.1091 -4.8144 -0.2 -0.2 0.2 0.41
H -3.6399 3.7152 3.5135 0.3 0.0 -0.3 0.42
H -4.2644 -5.6591 -0.9893 0.2 0.3 -0.2 0.37
H -5.9088 0.4984 -0.1740 0.3 0.0 0.2 0.45
H 0.4209 0.0850 -5.2551 -0.1 0.0 0.2 0.43
H -1.9143 -0.3334 -2.1595 0.2 -0.3 -0.7 0.80
H -3.5487 0.6452 -0.9703 -0.3 -0.1 0.5 0.51
H -5.2980 -3.3813 -0.7169 0.4 -0.1 -0.3 0.39
H -6.3966 -0.1571 2.1847 0.3 0.1 -0.1 0.44
H 2.8821 0.4037 3.7112 0.2 -0.1 -0.2 0.34
H 1.4984 0.4535 0.2440 0.0 0.2 0.2 0.66
H -0.6374 0.4070 2.4740 0.2 0.4 -0.6 0.04
H -0.7431 -3.8431 -2.7187 -0.3 -0.1 0.3 0.56
H 3.2193 2.9781 2.2108 -0.1 -0.1 -0.3 0.42
H -1.1188 -0.1600 -4.4031 0.2 -0.1 0.2 0.37
H 4.3501 -1.5682 4.1153 0.1 0.2 -0.3 0.40
H -1.8080 4.8394 -0.2418 0.0 -0.1 0.4 0.40
H -4.4939 -0.6201 3.7554 0.0 0.0 -0.4 0.45
H -1.4365 2.7961 4.2846 -0.2 0.1 -0.3 0.40
H -4.0722 -1.3867 -1.5932 0.2 -0.5 0.2 0.57
H 6.2184 -2.0756 2.5322 -0.2 0.3 -0.1 0.40
H -3.8310 4.6931 1.2192 0.4 -0.1 0.1 0.42
H 2.5378 0.4451 -5.0214 0.3 -0.2 0.3 0.36
H -0.0718 1.2351 -3.9919 -0.1 -0.3 -0.1 0.31
H 1.5497 3.3614 3.1873 -0.1 -0.3 -0.1 0.54
H -2.0629 -5.8803 -2.1520 -0.1 0.3 0.1 0.39
H 5.7416 -1.8028 -3.1487 -0.2 0.1 0.0 0.43
H 5.0919 1.3553 0.1483 0.0 -0.3 0.2 0.38
```
Positions in Å, forces in eV/Å.

The highest occupied orbital energy comes out at -8.8 eV. Its total charge is +1. The LUMO energy comes out at -4.016 eV.

[2]
A single C6H9N molecule at a distorted geometry, computed with ωB97M-V/def2-TZVPD.

Geometry as XYZ:
```
16
Properties=species:S:1:pos:R:3:forces:R:3:mulliken_charge:R:1
N 0.2197 0.5433 1.2860 -0.7 -0.1 -0.3 -0.31
C 1.3777 -0.1837 1.7024 0.1 -0.1 0.0 -0.25
C -0.9653 -0.5851 -1.7264 0.1 0.2 0.2 0.94
C 1.1252 1.2099 2.1777 0.4 0.3 -0.5 -0.64
C -1.5534 -1.5377 -2.6667 -0.1 -0.1 -0.1 -1.32
C -0.4822 0.2015 -0.9559 -0.1 -0.3 -0.7 -0.14
C 0.1333 1.1263 -0.0131 0.0 0.1 -0.6 -0.83
H -2.4736 -1.1359 -3.1052 0.2 -0.1 0.1 0.29
H 1.2519 -1.0286 2.3734 -0.2 0.0 -0.3 0.22
H 1.8405 1.9807 1.8198 -0.8 -0.4 0.2 0.25
H 2.1270 -0.3018 0.9205 0.2 0.1 0.3 0.23
H 1.1302 1.4452 -0.3539 0.0 0.0 -0.3 0.33
H -0.8565 -1.7637 -3.4819 -0.1 0.0 0.2 0.29
H 0.4509 1.4059 2.9650 0.7 0.5 1.9 0.36
H -0.4782 2.0379 0.0841 0.2 -0.2 -0.1 0.27
H -1.7997 -2.4769 -2.1592 0.0 0.2 -0.1 0.29
```
Positions in Å, forces in eV/Å.

Its SMILES is CC#CCN1CC1. The highest occupied orbital energy comes out at -9.1 eV. The LUMO energy comes out at 1.089 eV.

[3]
A molecular structure, C24H19N6O12Ru at a distorted geometry, computed with ωB97M-V/def2-TZVPD.

Geometry as XYZ:
```
62
Properties=species:S:1:pos:R:3:forces:R:3:mulliken_charge:R:1
Ru 0.1075 1.0090 -0.7692 -0.7 -1.1 1.6 0.97
O 0.3301 -2.2689 1.8086 -0.1 0.2 0.1 -0.88
O 2.4712 -3.7416 1.7414 0.0 -0.3 0.1 -0.55
O -1.6080 0.6009 -1.8998 2.2 0.9 0.4 -0.80
O -1.5157 2.3713 0.1309 2.1 -0.2 -0.6 -0.37
O -5.7629 -1.5023 2.1538 0.1 -0.1 -0.1 -0.61
O -3.6822 2.9370 0.0877 0.6 0.2 0.2 -0.71
O -5.1296 -3.3587 1.2556 0.0 0.1 0.0 -0.61
O 4.4440 -3.5675 0.7194 0.0 0.0 0.0 -0.63
O 1.2315 2.3863 -2.1380 -1.0 -1.2 1.0 -0.79
O 0.0032 -1.3880 -1.5768 0.1 -0.2 0.1 -0.59
O -0.2431 -0.2156 1.1235 -0.6 0.9 -1.3 -0.48
O -0.9264 -3.3063 -1.3334 -0.1 0.1 -0.1 -0.65
N -1.1369 4.8471 -1.5828 -0.1 0.3 -0.2 0.05
N 3.8826 -1.0589 -0.2490 -0.2 0.0 0.0 -0.05
N -5.0497 -2.1550 1.4156 -0.2 -0.3 0.2 1.02
N 2.0904 0.1615 -0.1300 -1.1 0.7 -0.7 0.08
N 0.0389 4.2116 -1.3018 0.5 -0.8 -0.2 0.76
N -0.9720 -2.1023 -1.2758 0.4 -0.4 -0.4 1.13
C 4.0020 1.1524 -1.4177 0.0 -0.1 -0.1 -1.09
C -3.0772 4.6024 -3.0864 0.0 0.0 0.1 -1.67
C 0.2005 3.1397 -2.1630 -0.9 1.9 -0.5 0.72
C 1.8708 -0.9944 0.5711 0.1 -0.3 0.3 0.25
C -2.2499 -0.0454 -0.9794 -1.2 -1.5 1.0 0.83
C -2.1508 -1.4525 -0.7956 -0.4 1.0 0.0 -0.03
C -4.0367 -1.4424 0.6505 0.4 0.7 -0.2 -0.51
C 3.3576 -3.1224 1.0080 0.1 0.1 -0.1 0.54
C 2.8245 5.4423 1.5746 0.0 0.0 0.1 -0.55
C -1.8105 5.6896 -0.6131 -0.2 -0.1 0.4 -0.89
C -3.0980 0.6306 -0.0764 0.8 0.7 -0.4 0.74
C -0.9234 3.1763 -3.0245 0.3 -0.1 0.0 -1.13
C -3.0720 -2.1486 -0.0323 0.1 -0.4 0.1 -0.48
C -1.7357 4.1961 -2.5988 0.2 0.0 0.0 0.79
C 2.2806 4.1685 1.6426 0.1 0.0 0.0 -1.13
C 0.5527 -1.2020 1.2308 0.4 -0.2 -0.1 0.65
C 2.4255 6.3159 0.5745 0.0 0.0 -0.1 -0.66
C 1.4990 5.9106 -0.3725 0.0 -0.1 0.0 0.15
C 3.3189 0.0979 -0.6283 0.2 0.1 -0.1 0.08
C 0.9527 4.6344 -0.2982 0.1 0.1 0.0 -0.22
C -2.7751 2.1172 0.0522 -1.3 -1.0 -0.4 -0.24
C 1.3361 3.7641 0.7153 -0.2 0.1 -0.1 -0.02
C -3.9902 -0.0411 0.7076 -0.4 -0.4 0.2 -0.32
C 2.9842 -1.7749 0.5061 -0.2 0.1 0.0 0.20
H 4.8767 0.7487 -1.9241 0.0 0.0 0.0 0.43
H 2.8518 7.3082 0.5149 0.0 0.0 0.0 0.40
H -1.1171 2.4802 -3.8199 0.0 0.0 0.0 0.45
H -2.9918 -3.2221 0.0637 -0.1 0.0 0.0 0.59
H -3.8150 4.4903 -2.2890 0.0 0.0 0.0 0.32
H -2.3518 6.4752 -1.1359 0.1 0.0 -0.1 0.38
H 1.1977 6.5701 -1.1764 0.0 0.0 0.0 0.51
H -3.0720 5.6461 -3.4044 0.0 0.0 0.0 0.38
H 3.3155 1.5692 -2.1505 0.0 0.0 0.0 0.15
H 0.8645 2.7951 0.8081 0.0 0.0 0.1 0.71
H 4.7977 -1.4169 -0.4821 0.0 0.0 0.0 0.25
H -4.6443 0.4851 1.3885 0.0 0.0 -0.1 0.56
H 2.5869 3.4896 2.4274 0.0 0.0 0.0 0.47
H 1.6081 -3.2329 1.8177 -0.1 0.1 0.0 0.43
H 4.3180 1.9613 -0.7571 0.0 0.0 0.0 0.24
H 3.5434 5.7625 2.3167 0.0 0.0 0.0 0.42
H -3.3651 3.9742 -3.9246 0.0 0.0 0.0 0.41
H -1.0827 6.1371 0.0570 0.0 0.0 -0.1 0.39
H -2.5141 5.0916 -0.0281 0.0 0.0 0.0 0.22
```
Positions in Å, forces in eV/Å.

As for the spin multiplicity: 2. The highest occupied orbital energy (spin up / spin down) comes out at -9.2 / -9.2 eV. The LUMO energy (spin up / spin down) comes out at -2.834 / -2.082 eV. As for the expectation value of S²: 0.825.

[4]
A single C3H5NO3 molecule at a distorted geometry, computed with ωB97M-V/def2-TZVPD.

Geometry as XYZ:
```
12
Properties=species:S:1:pos:R:3:forces:R:3:mulliken_charge:R:1
O -2.4601 0.6515 -1.2273 0.1 0.6 -0.7 -0.57
O -0.1995 -0.1052 0.0986 0.5 0.7 -1.2 -0.19
O -3.5773 -0.6762 0.0687 0.7 -0.3 -0.4 -0.58
N -2.5285 -0.2446 -0.4210 0.8 0.2 1.4 0.91
C -1.2940 -0.8124 0.0745 -0.9 -1.1 0.8 -0.22
C 1.1015 -0.2669 0.2672 -1.4 -0.8 0.5 0.04
C 1.9786 0.8416 0.0216 1.2 1.7 -1.4 -1.03
H 2.8230 0.8225 0.6932 0.0 0.3 0.9 0.30
H 1.5295 -1.1588 0.7038 -0.6 -0.4 0.0 0.39
H 2.5636 0.7738 -0.9157 -0.5 -0.4 -0.3 0.29
H -1.4642 -1.6693 0.7141 0.3 0.0 -0.1 0.35
H 1.5275 1.8439 -0.0776 -0.1 -0.5 0.5 0.30
```
Positions in Å, forces in eV/Å.

The highest occupied orbital energy (spin up / spin down) comes out at -8.7 / -8.3 eV. The LUMO energy (spin up / spin down) comes out at -0.273 / -0.927 eV.

E values, unit hartree, following the record order: -1976.44684, -288.64842, -2252.11533, -397.55705.
ΔE to the lowest compared entry with this formula, charge and spin values, unit eV, following the record order: 0.367, 3.636, 2.614, 7.610.